*w*
Entry from the Open Molecules 2025 dataset: an isolated molecule of C4H7BrN2 (ωB97M-V/def2-TZVPD).

As for the HOMO-LUMO gap: 10.22 eV. The net charge is 0.

Each atom is followed by the atoms it is bonded to, with distances in Å.
CARTESIAN COORDINATES (ANGSTROEM)
1 C -1.1675 0.7067 -0.0335  C4 1.514, N5 1.399, N6 1.442, Br7 2.213
2 C 0.9117 -0.1128 1.2304  C4 1.528, H8 1.188, H9 1.043, H10 1.141
3 C 0.5095 -0.7933 -1.1247  C4 1.527, H11 1.131, H12 1.128, H13 1.156
4 C 0.2940 0.3177 -0.0997  C1 1.514, C2 1.528, C3 1.527, H14 1.054
5 N -1.7587 1.8108 -0.6560  C1 1.399, N6 1.207
6 N -1.7438 1.8935 0.5476  C1 1.442, N5 1.207
7 Br -2.5265 -1.0372 0.0560  C1 2.213
8 H 0.1837 -0.9054 1.7327  C2 1.188
9 H 0.8659 0.7575 1.8034  C2 1.043
10 H 1.9730 -0.5326 1.2330  C2 1.141
11 H 0.3120 -1.7323 -0.5258  C3 1.131
12 H 1.5581 -0.6793 -1.5244  C3 1.128
13 H -0.2044 -0.7894 -2.0334  C3 1.156
14 H 0.7931 1.0960 -0.6057  C4 1.054



*x*
Entry from the Open Molecules 2025 dataset: an isolated molecule of C4H7BrN2 (ωB97M-V/def2-TZVPD).

As for the HOMO-LUMO gap (alpha / beta): 7.25 / 7.57 eV. The net charge is 0.

Each atom is followed by the atoms it is bonded to, with distances in Å.
CARTESIAN COORDINATES (ANGSTROEM)
1 C 1.7351 -0.3622 0.7398  C3 1.537, N5 1.257, H8 1.146
2 C -0.7926 0.4672 -1.8442  C4 1.441, N6 1.791, Br7 1.836
3 C 2.0511 -0.8303 2.1693  C1 1.537, H9 1.087, H10 1.133, H11 1.129
4 C -2.0584 0.0230 -2.3708  C2 1.441, H12 1.105, H13 1.086, H14 1.101
5 N 0.6224 -0.6542 0.2338  C1 1.257, N6 1.176
6 N -0.2424 -0.6574 -0.5632  C2 1.791, N5 1.176
7 Br -0.4921 2.2414 -1.4809  C2 1.836
8 H 2.5620 0.0384 0.0542  C1 1.146
9 H 2.7719 -0.2378 2.7271  C3 1.087
10 H 2.6539 -1.7885 2.2079  C3 1.133
11 H 1.0661 -0.9786 2.7006  C3 1.129
12 H -2.0972 -0.2627 -3.4378  C4 1.105
13 H -2.1666 -0.8936 -1.7987  C4 1.086
14 H -2.9182 0.6661 -2.1263  C4 1.101



Name the least stable of them. *x*.



*w*
Entry from the Open Molecules 2025 dataset: an isolated molecule of C7H10 (ωB97M-V/def2-TZVPD).

As for the HOMO-LUMO gap: 10.32 eV. The net charge is 0.

Each atom is followed by the atoms it is bonded to, with distances in Å.
CARTESIAN COORDINATES (ANGSTROEM)
1 C -1.3694 -1.2513 -0.0174  C2 1.508, H8 1.098, H9 1.095, H10 1.110
2 C -0.3597 -0.7388 -1.0129  C1 1.508, C3 1.501, C5 1.505, H11 1.088
3 C 0.0981 0.6876 -0.9262  C2 1.501, C4 1.514, C5 1.515, H12 1.087
4 C -0.4991 1.6370 0.0912  C3 1.514, H13 1.095, H14 1.096, H15 1.094
5 C 1.0174 -0.4345 -0.4876  C2 1.505, C3 1.515, C6 1.440, H16 1.084
6 C 1.3899 -0.4779 0.9023  C5 1.440, C7 1.204
7 C 1.9998 -0.2640 1.9180  C6 1.204, H17 1.062
8 H -2.2931 -0.6573 -0.0178  C1 1.098
9 H -1.6497 -2.2793 -0.2689  C1 1.095
10 H -0.8764 -1.2122 0.9759  C1 1.110
11 H -0.3523 -1.2014 -1.9977  C2 1.088
12 H 0.3965 1.1613 -1.8574  C3 1.087
13 H 0.1820 2.4724 0.2839  C4 1.095
14 H -1.4482 2.0437 -0.2756  C4 1.096
15 H -0.6918 1.1532 1.0536  C4 1.094
16 H 1.8688 -0.6672 -1.1169  C5 1.084
17 H 2.5871 0.0287 2.7535  C7 1.062



*x*
Entry from the Open Molecules 2025 dataset: an isolated molecule of C7H10 (ωB97M-V/def2-TZVPD).

As for the HOMO-LUMO gap: 9.89 eV. The net charge is 0.

Each atom is followed by the atoms it is bonded to, with distances in Å.
CARTESIAN COORDINATES (ANGSTROEM)
1 C 0.0249 1.2850 -1.3193  C2 1.505, H8 1.098, H9 1.146, H10 1.095
2 C -0.5733 1.2632 0.0617  C1 1.505, C3 1.502, C7 1.538, H11 1.089
3 C -0.9961 -0.0433 0.6708  C2 1.502, C4 1.529, C7 1.498, H12 1.085
4 C -0.7402 -1.3945 0.0030  C3 1.529, C5 1.516, H13 1.105, H14 1.093
5 C 0.7613 -1.5507 0.1399  C4 1.516, C6 1.334, H15 1.080
6 C 1.3610 -0.3861 0.3922  C5 1.334, C7 1.498, H16 1.087
7 C 0.3476 0.5096 1.0362  C2 1.538, C3 1.498, C6 1.498, H17 1.089
8 H 0.1921 2.3093 -1.6775  C1 1.098
9 H 0.9880 0.6896 -1.1439  C1 1.146
10 H -0.5074 0.7130 -2.0867  C1 1.095
11 H -1.0302 2.1627 0.4706  C2 1.089
12 H -1.7961 -0.0058 1.4026  C3 1.085
13 H -1.0219 -1.4345 -1.0646  C4 1.105
14 H -1.3123 -2.1770 0.5075  C4 1.093
15 H 1.2678 -2.5048 0.1336  C5 1.080
16 H 2.4337 -0.2089 0.4124  C6 1.087
17 H 0.6011 0.7734 2.0616  C7 1.089



*y*
Entry from the Open Molecules 2025 dataset: an isolated molecule of C7H10 (ωB97M-V/def2-TZVPD).

As for the HOMO-LUMO gap: 9.56 eV. The net charge is 0.

Each atom is followed by the atoms it is bonded to, with distances in Å.
CARTESIAN COORDINATES (ANGSTROEM)
1 C -0.0498 -1.7447 0.4585  C2 1.332, C4 1.490, H8 1.094
2 C 1.0741 -2.4561 0.5202  C1 1.332, H9 1.085, H10 1.083
3 C 0.9117 0.5006 0.5987  C4 1.345, C7 1.531, H11 1.087
4 C -0.1028 -0.2806 0.1871  C1 1.490, C3 1.345, C5 1.472
5 C -1.1162 0.1362 -0.7961  C4 1.472, C6 1.317, H12 1.093
6 C -2.2726 0.7184 -0.5575  C5 1.317, H13 1.081, H14 1.092
7 C 1.0129 1.9593 0.1466  C3 1.531, H15 1.081, H16 1.089, H17 1.099
8 H -1.0275 -2.1823 0.2339  C1 1.094
9 H 1.9862 -1.9956 0.1567  C2 1.085
10 H 1.0104 -3.5265 0.6716  C2 1.083
11 H 1.7185 0.0304 1.1557  C3 1.087
12 H -0.8964 -0.0521 -1.8499  C5 1.093
13 H -3.0062 0.9805 -1.3075  C6 1.081
14 H -2.5349 1.1633 0.4049  C6 1.092
15 H -0.0104 2.2860 0.0263  C7 1.081
16 H 1.7085 2.5554 0.7356  C7 1.089
17 H 1.5944 1.9078 -0.7849  C7 1.099



*z*
Entry from the Open Molecules 2025 dataset: a cluster of 2 separate species, C7H10 in total (ωB97M-V/def2-TZVPD).

As for the HOMO-LUMO gap: 9.56 eV. The net charge is 0.

Each atom is followed by the atoms it is bonded to, with distances in Å.
CARTESIAN COORDINATES (ANGSTROEM)
1 C -0.0877 1.7286 -0.0119  C2 1.512, C3 1.494, H8 1.087, H9 1.089
2 C -0.6020 0.7231 -1.0166  C1 1.512, C3 1.540, C7 1.524, H10 1.086
3 C 0.9057 0.9906 -0.8495  C1 1.494, C2 1.540, C4 1.541, H11 1.084
4 C 1.1221 -0.4502 -0.3488  C3 1.541, C5 1.569, C7 1.480, H12 1.093
5 C 1.0329 -0.9835 1.1245  C4 1.569, C6 1.512, H13 1.099, H14 1.090
6 C -0.4094 -1.3022 0.8002  C5 1.512, C7 1.357, H15 1.085
7 C -0.3451 -0.6376 -0.3811  C2 1.524, C4 1.480, C6 1.357
8 H -0.2229 2.7727 -0.2824  C1 1.087
9 H -0.1761 1.5361 1.0567  C1 1.089
10 H -1.2889 1.0212 -1.8033  C2 1.086
11 H 1.5593 1.5004 -1.5478  C3 1.084
12 H 1.7105 -1.0872 -1.0134  C4 1.093
13 H 1.1056 -0.1304 1.8143  C5 1.099
14 H 1.6882 -1.7858 1.4636  C5 1.090
15 H -1.1548 -1.8995 1.3140  C6 1.085
16 H -2.5482 -0.8974 0.1801  H17 0.754
17 H -2.2893 -1.0989 -0.4985  H16 0.754



Name the least stable of them. *z*.